No. 1
This record from the Open Molecules 2025 dataset describes 2 unconnected molecules or ions with the total composition C2H3FN2O in a non-equilibrium geometry. The level of theory is wB97M-V/def2-TZVPD.

Calculated values
electronic energy = -362.3966 Eh
LUMO (spin up / spin down) = -0.00923 / -0.00921 hartree
strongest force on any atom = 4.371 eV/Å
relative energy (zero: lowest compared OMol25 entry of this formula, charge and spin) = 5.297 eV
orbital gap (spin up / spin down) = 10.023 / 10.027 eV

Structure (ORCA input):
```
! wB97M-V def2-TZVPD RIJCOSX def2/J DEFGRID3
* xyz 0 1
C 0.7896 -0.7451 -0.1295
C -1.3617 -0.0379 -0.0091
N 2.0131 -0.9378 0.0750
N 1.5293 0.2929 0.5114
O -0.4100 -0.9601 -0.4547
F 2.2670 1.6860 -0.3866
H -0.9925 0.9151 -0.0476
H -1.5609 -0.1977 0.9506
H -2.2740 -0.0154 -0.5095
*
```

No. 2
This record from the Open Molecules 2025 dataset describes C2H3FN4 in the gas phase in a non-equilibrium geometry. The level of theory is wB97M-V/def2-TZVPD.

Calculated values
electronic energy = -396.6878 Eh
LUMO = 0.01431 hartree
strongest force on any atom = 8.892 eV/Å
relative energy (zero: lowest compared OMol25 entry of this formula, charge and spin) = 5.579 eV
orbital gap = 9.661 eV

Structure (ORCA input):
```
! wB97M-V def2-TZVPD RIJCOSX def2/J DEFGRID3
* xyz 0 1
C 0.1074 0.9056 -0.0410
C 3.0800 0.3270 -0.5657
N 0.6661 1.9203 0.4463
N 1.0816 0.3422 0.8407
N 2.2937 -0.1195 0.3516
N -0.7389 0.5400 -0.8614
F 4.2907 -0.2770 -0.3031
H 2.8661 -0.6610 1.0754
H -1.7036 0.9184 -1.0102
H -0.5608 -0.4874 -1.1292
*
```

No. 3
This record from the Open Molecules 2025 dataset describes a molecular structure, C2H3FNO2 in a non-equilibrium geometry. The level of theory is wB97M-V/def2-TZVPD.

Calculated values
electronic energy = -383.1528 Eh
LUMO = 0.16162 hartree
strongest force on any atom = 4.713 eV/Å
relative energy (zero: lowest compared OMol25 entry of this formula, charge and spin) = 0.977 eV
orbital gap = 8.940 eV

Structure (ORCA input):
```
! wB97M-V def2-TZVPD RIJCOSX def2/J DEFGRID3
* xyz -1 1
C 1.7629 -0.1397 0.1261
C -1.0961 0.0133 0.1974
N 0.0040 -0.2772 -0.4571
O 2.2753 -0.1852 -0.9131
O 1.9156 -0.1202 1.3022
F -1.6060 1.5409 0.1925
H -1.1743 -0.1828 1.3146
H -1.9356 -0.3158 -0.3605
H -0.1458 -0.3333 -1.4021
*
```

No. 4
This record from the Open Molecules 2025 dataset describes a molecular structure, C2H3FNaO2 in a non-equilibrium geometry. The level of theory is wB97M-V/def2-TZVPD.

Calculated values
electronic energy = -490.5490 Eh
LUMO (spin up / spin down) = -0.04905 / -0.05062 hartree
strongest force on any atom = 6.315 eV/Å
relative energy (zero: lowest compared OMol25 entry of this formula, charge and spin) = 1.168 eV
orbital gap (spin up / spin down) = 3.231 / 6.463 eV
expectation value of S² = 0.752

Structure (ORCA input):
```
! wB97M-V def2-TZVPD RIJCOSX def2/J DEFGRID3
* xyz 0 2
F -0.4473 1.3405 -0.8044
H -0.5003 1.8554 -0.0190
O -1.1095 -1.1962 1.7223
C -0.1376 -1.2365 1.1387
C 0.8598 -2.0123 0.2795
O 0.9363 -3.2436 0.7472
H 1.7836 -1.4027 0.3706
H 0.4823 -1.8508 -0.7563
Na -0.2401 -5.2276 0.6449
*
```

No. 5
This record from the Open Molecules 2025 dataset describes 2 unconnected molecules or ions with the total composition C2H3FO in a non-equilibrium geometry. The level of theory is wB97M-V/def2-TZVPD.

Calculated values
electronic energy = -253.0406 Eh
LUMO = -0.00150 hartree
strongest force on any atom = 4.021 eV/Å
relative energy (zero: lowest compared OMol25 entry of this formula, charge and spin) = 2.357 eV
orbital gap = 10.875 eV

Structure (ORCA input):
```
! wB97M-V def2-TZVPD RIJCOSX def2/J DEFGRID3
* xyz 0 1
C 1.5865 -0.5948 0.1296
C 0.2505 -0.1246 0.0006
O 2.2820 -1.4934 0.0758
F 2.4947 1.1905 -0.2376
H 0.2721 0.1370 -1.0814
H -0.4855 -0.8839 0.1563
H 0.0723 0.9159 0.6145
*
```

No. 6
This record from the Open Molecules 2025 dataset describes C2H3FO2S in the gas phase in a non-equilibrium geometry. The level of theory is wB97M-V/def2-TZVPD.

Calculated values
electronic energy = -726.4964 Eh
LUMO = 0.01270 hartree
structure (SMILES) = CC(=O)OSF
strongest force on any atom = 3.771 eV/Å
relative energy (zero: lowest compared OMol25 entry of this formula, charge and spin) = 0.972 eV
orbital gap = 9.959 eV

Structure (ORCA input):
```
! wB97M-V def2-TZVPD RIJCOSX def2/J DEFGRID3
* xyz 0 1
C 0.0257 -0.1282 -0.0518
C 1.4604 -0.5792 -0.2694
O 1.8051 -1.7305 -0.0339
O 2.3220 0.4414 -0.6245
S 4.0093 0.2148 -0.4898
F 4.3173 0.1940 1.0953
H 0.0761 0.8511 0.2982
H -0.3721 -0.9852 0.4407
H -0.5275 -0.1271 -1.0380
*
```

No. 7
This record from the Open Molecules 2025 dataset describes 2 unconnected molecules or ions with the total composition C2H3FO3P in a non-equilibrium geometry. The level of theory is wB97M-V/def2-TZVPD.

Calculated values
electronic energy = -744.9469 Eh
LUMO = 0.13789 hartree
strongest force on any atom = 3.071 eV/Å
relative energy (zero: lowest compared OMol25 entry of this formula, charge and spin) = 4.229 eV
orbital gap = 9.397 eV

Structure (ORCA input):
```
! wB97M-V def2-TZVPD RIJCOSX def2/J DEFGRID3
* xyz -1 1
C 1.6906 -0.4481 0.0079
C 0.4630 0.4281 -0.1867
O 1.0032 -1.4592 0.2166
O 2.8640 -0.3333 -0.1939
O -1.9275 -0.6816 0.1134
F 0.4100 2.3435 -0.5009
P -0.8510 0.1903 1.1043
H -0.1165 0.2935 -1.1328
H -1.9202 -1.5868 0.0028
H -1.6158 1.2536 0.5694
*
```

No. 8
This record from the Open Molecules 2025 dataset describes C2H3FOS in the gas phase in a non-equilibrium geometry. The level of theory is wB97M-V/def2-TZVPD.

Calculated values
electronic energy = -651.2412 Eh
LUMO = 0.02236 hartree
structure (SMILES) = O=C(S)CF
strongest force on any atom = 4.753 eV/Å
relative energy (zero: lowest compared OMol25 entry of this formula, charge and spin) = 1.674 eV
orbital gap = 10.772 eV

Structure (ORCA input):
```
! wB97M-V def2-TZVPD RIJCOSX def2/J DEFGRID3
* xyz 0 1
O 1.2437 1.3266 -0.2819
C 0.6178 0.3220 -0.0702
S 1.6956 -1.0057 -0.1514
C -0.8009 0.2726 -0.0019
F -1.5055 -0.9317 -0.3062
H 0.6903 -1.7589 0.3222
H -1.0568 1.0171 -0.6448
H -0.8842 0.7581 1.1341
*
```

No. 9
This record from the Open Molecules 2025 dataset describes C2H3FS in the gas phase in a non-equilibrium geometry. The level of theory is wB97M-V/def2-TZVPD.

Calculated values
electronic energy = -575.9976 Eh
LUMO = 0.00108 hartree
structure (SMILES) = CC(F)=S
strongest force on any atom = 7.519 eV/Å
relative energy (zero: lowest compared OMol25 entry of this formula, charge and spin) = 0.827 eV
orbital gap = 9.341 eV

Structure (ORCA input):
```
! wB97M-V def2-TZVPD RIJCOSX def2/J DEFGRID3
* xyz 0 1
C 0.0920 -0.1733 0.0701
C 0.5343 -1.8418 0.1018
F -0.3804 -2.7034 -0.3525
S 1.8477 -2.3607 0.8964
H 0.9129 0.1624 0.4967
H -0.8527 -0.2801 0.5509
H 0.0636 0.0697 -0.8991
*
```

No. 10
This record from the Open Molecules 2025 dataset describes 2 unconnected molecules or ions with the total composition C2H3FS2 in a non-equilibrium geometry. The level of theory is wB97M-V/def2-TZVPD.

Calculated values
electronic energy = -974.0734 Eh
LUMO (spin up / spin down) = -0.11762 / -0.11750 hartree
strongest force on any atom = 3.132 eV/Å
relative energy (zero: lowest compared OMol25 entry of this formula, charge and spin) = 3.968 eV
orbital gap (spin up / spin down) = 5.784 / 5.804 eV

Structure (ORCA input):
```
! wB97M-V def2-TZVPD RIJCOSX def2/J DEFGRID3
* xyz 0 1
C 1.2271 0.2415 0.2632
C 0.0502 0.6224 0.7137
F -0.9279 -1.8086 -1.2395
S -0.9628 1.6406 -0.1647
S -2.3327 -0.9837 -1.4362
H 1.6506 -0.4825 0.8919
H 1.8755 0.5330 -0.6230
H -0.5799 0.2373 1.5945
*
```

No. 11
This record from the Open Molecules 2025 dataset describes 2 unconnected molecules or ions with the total composition C2H3FS2 in a non-equilibrium geometry. The level of theory is wB97M-V/def2-TZVPD.

Calculated values
electronic energy = -974.0636 Eh
LUMO = -0.00270 hartree
strongest force on any atom = 2.814 eV/Å
relative energy (zero: lowest compared OMol25 entry of this formula, charge and spin) = 4.235 eV
orbital gap = 8.418 eV

Structure (ORCA input):
```
! wB97M-V def2-TZVPD RIJCOSX def2/J DEFGRID3
* xyz 0 1
C 2.4460 -0.5015 0.2723
C 1.6198 0.0311 -0.4532
F 1.1986 1.0599 -1.0985
S -2.0756 0.5939 -0.2485
S -2.3653 -1.2910 -0.6805
H -0.7826 0.5491 0.1813
H 2.5462 -1.2694 0.9281
H -2.5871 0.8279 1.0991
*
```

No. 12
This record from the Open Molecules 2025 dataset describes a molecular structure, C2H3HgLiO2 in a non-equilibrium geometry. The level of theory is wB97M-V/def2-TZVPD.

Calculated values
electronic energy = -389.2497 Eh
LUMO (spin up / spin down) = -0.04121 / -0.04121 hartree
strongest force on any atom = 6.224 eV/Å
relative energy (zero: lowest compared OMol25 entry of this formula, charge and spin) = 0.000 eV
orbital gap (spin up / spin down) = 6.306 / 6.307 eV

Structure (ORCA input):
```
! wB97M-V def2-TZVPD RIJCOSX def2/J DEFGRID3
* xyz 0 1
O -1.5694 0.4466 0.0434
C -0.4324 0.4012 -0.5044
C 0.4788 -0.7809 -0.2931
O 1.7839 -0.3590 -0.1931
H 0.2779 -1.4512 -1.1644
H 0.1060 -1.3527 0.5925
Li 2.6589 -1.6413 0.6736
Hg -0.8017 2.3498 0.1823
H -2.5020 2.3874 0.6632
*
```

No. 13
This record from the Open Molecules 2025 dataset describes a molecular structure, C2H3I2NO2 in a non-equilibrium geometry. The level of theory is wB97M-V/def2-TZVPD.

Calculated values
electronic energy = -878.4967 Eh
LUMO = -0.03827 hartree
strongest force on any atom = 5.139 eV/Å
relative energy (zero: lowest compared OMol25 entry of this formula, charge and spin) = 2.968 eV
orbital gap = 8.647 eV

Structure (ORCA input):
```
! wB97M-V def2-TZVPD RIJCOSX def2/J DEFGRID3
* xyz 0 1
C 0.7734 -0.4063 0.6467
C 0.1660 0.2880 -0.5057
N -1.2316 0.0147 -0.3324
O -1.7406 0.4137 0.7126
O -1.8677 -0.7424 -1.0431
I 0.2811 2.4287 -0.1582
I 0.9350 -0.3476 -2.3247
H 1.7259 0.0095 0.9354
H 0.0708 -0.1630 1.5148
H 0.8877 -1.4952 0.5544
*
```

No. 14
This record from the Open Molecules 2025 dataset describes a molecular structure, C2H3I3 in a non-equilibrium geometry. The level of theory is wB97M-V/def2-TZVPD.

Calculated values
electronic energy = -971.0401 Eh
LUMO = -0.00503 hartree
strongest force on any atom = 4.084 eV/Å
relative energy (zero: lowest compared OMol25 entry of this formula, charge and spin) = 1.027 eV
orbital gap = 9.121 eV

Structure (ORCA input):
```
! wB97M-V def2-TZVPD RIJCOSX def2/J DEFGRID3
* xyz 0 1
C 0.6439 -0.4748 -0.5167
C -0.6276 0.2729 0.4529
I 2.3749 0.4474 0.2730
I -2.3335 -0.9230 0.1844
I -0.8351 2.3216 0.0224
H 0.8374 -1.6128 -0.5029
H 0.2973 -0.1949 -1.4412
H -0.3573 0.1636 1.5282
*
```

No. 15
This record from the Open Molecules 2025 dataset describes C2H3IN2 in the gas phase in a non-equilibrium geometry. The level of theory is wB97M-V/def2-TZVPD.

Calculated values
electronic energy = -485.1052 Eh
LUMO = 0.00800 hartree
structure (SMILES) = CC1(I)N=N1
strongest force on any atom = 3.706 eV/Å
relative energy (zero: lowest compared OMol25 entry of this formula, charge and spin) = 1.431 eV
orbital gap = 9.277 eV

Structure (ORCA input):
```
! wB97M-V def2-TZVPD RIJCOSX def2/J DEFGRID3
* xyz 0 1
C 0.2321 -0.0086 0.0110
C 1.4995 0.8014 0.1822
I 3.2793 -0.2525 0.0208
N 1.5627 2.1746 0.6816
N 1.5902 2.3116 -0.5359
H -0.2082 0.1153 -1.0540
H -0.6077 0.2214 0.7554
H 0.3576 -1.1749 0.1427
*
```

No. 16
This record from the Open Molecules 2025 dataset describes C2H3IO3 in the gas phase in a non-equilibrium geometry. The level of theory is wB97M-V/def2-TZVPD.

Calculated values
electronic energy = -601.2891 Eh
LUMO = -0.03968 hartree
structure (SMILES) = CC(=O)OOI
strongest force on any atom = 2.969 eV/Å
relative energy (zero: lowest compared OMol25 entry of this formula, charge and spin) = 0.598 eV
orbital gap = 8.316 eV

Structure (ORCA input):
```
! wB97M-V def2-TZVPD RIJCOSX def2/J DEFGRID3
* xyz 0 1
C 1.4117 -0.0878 0.0485
C -0.0027 -0.2497 -0.2703
O -0.6255 -1.1518 -0.7361
O -0.7089 0.8967 0.2360
O -2.0018 1.0768 -0.2269
I -3.3490 -0.2951 0.4620
H 2.0551 -0.7281 -0.4570
H 1.8478 0.8501 -0.1252
H 1.3733 -0.3111 1.0689
*
```

No. 17
This record from the Open Molecules 2025 dataset describes 2 unconnected molecules or ions with the total composition C2H3IOS in a non-equilibrium geometry. The level of theory is wB97M-V/def2-TZVPD.

Calculated values
electronic energy = -849.0894 Eh
LUMO = -0.02592 hartree
strongest force on any atom = 4.573 eV/Å
relative energy (zero: lowest compared OMol25 entry of this formula, charge and spin) = 0.902 eV
orbital gap = 7.957 eV

Structure (ORCA input):
```
! wB97M-V def2-TZVPD RIJCOSX def2/J DEFGRID3
* xyz 0 1
C -0.8178 -0.9100 -1.6085
C 0.0047 -0.1843 1.0653
O -1.3511 -0.0950 -2.1592
S 1.4772 0.7907 0.9290
I 1.4761 1.5024 -1.3785
H -0.1440 -0.5828 0.0145
H -0.8479 0.3630 1.3937
H 0.2028 -0.8840 1.7437
*
```

No. 18
This record from the Open Molecules 2025 dataset describes 2 unconnected molecules or ions with the total composition C2H3IS. The level of theory is wB97M-V/def2-TZVPD.

Calculated values
electronic energy = -773.7254 Eh
LUMO (spin up / spin down) = -0.02494 / -0.04452 hartree
strongest force on any atom = 0.718 eV/Å
relative energy (zero: lowest compared OMol25 entry of this formula, charge and spin) = 3.335 eV
orbital gap (spin up / spin down) = 7.439 / 7.405 eV

Structure (ORCA input):
```
! wB97M-V def2-TZVPD RIJCOSX def2/J DEFGRID3
* xyz 0 1
C -1.3107 0.7644 0.1693
C 1.3410 -0.5217 -0.0316
S -1.6490 2.2819 -0.0507
I -2.4906 -0.9379 -0.0077
H 0.9167 -1.4713 0.2099
H 1.6602 0.1297 0.7562
H 1.5325 -0.2452 -1.0454
*
```

No. 19
This record from the Open Molecules 2025 dataset describes 2 unconnected molecules or ions with the total composition C2H3N in a non-equilibrium geometry. The level of theory is wB97M-V/def2-TZVPD.

Calculated values
electronic energy = -132.5353 Eh
LUMO (spin up / spin down) = -0.05621 / -0.14919 hartree
strongest force on any atom = 3.805 eV/Å
relative energy (zero: lowest compared OMol25 entry of this formula, charge and spin) = 5.889 eV
orbital gap (spin up / spin down) = 10.124 / 5.286 eV

Structure (ORCA input):
```
! wB97M-V def2-TZVPD RIJCOSX def2/J DEFGRID3
* xyz 0 1
C -2.7081 -0.0345 -0.0485
C 1.1884 -0.0465 0.0382
N -1.5510 -0.0670 0.0072
H 1.2832 0.6811 -0.6709
H 0.7011 -1.0225 -0.3251
H 1.0865 0.4896 0.9991
*
```

No. 20
This record from the Open Molecules 2025 dataset describes 2 unconnected molecules or ions with the total composition C2H3N in a non-equilibrium geometry. The level of theory is wB97M-V/def2-TZVPD.

Calculated values
electronic energy = -132.5484 Eh
LUMO (spin up / spin down) = -0.04803 / -0.14845 hartree
strongest force on any atom = 2.889 eV/Å
relative energy (zero: lowest compared OMol25 entry of this formula, charge and spin) = 5.532 eV
orbital gap (spin up / spin down) = 10.421 / 5.090 eV

Structure (ORCA input):
```
! wB97M-V def2-TZVPD RIJCOSX def2/J DEFGRID3
* xyz 0 1
C 2.8649 0.0050 0.0311
C -1.1566 -0.0108 -0.0267
N 1.7132 0.0232 0.0735
H -1.2692 1.0312 0.1918
H -1.2765 -0.7378 0.7463
H -0.8758 -0.3108 -1.0161
*
```